[1]
An isolated molecule of C4H7BrSi in a non-equilibrium geometry, computed with ωB97M-V/def2-TZVPD.

Computed properties:
Total charge: 0
Spin multiplicity: 1
Structure (SMILES): C[SiH](C)C#CBr
Total energy: -82179.86377 eV
Relative energy (zero: lowest compared OMol25 entry of this formula, charge and spin): 1.3630 eV
Kohn-Sham gap: 10.45 eV
LUMO level: 0.026 Eh

Atoms and positions in Å:
C1 0.61206 -1.55029 0.21437
Si1 0.04196 0.19150 -0.29413
C2 1.45917 1.43676 0.12536
C3 -1.76426 0.21780 0.30586
C4 -2.94003 0.13202 0.03435
Br1 -4.72351 -0.02683 -0.22398
H1 0.01957 -2.30534 -0.29247
H2 1.65103 -1.71839 -0.04874
H3 0.51082 -1.72094 1.28157
H4 -0.11429 0.30450 -1.75750
H5 2.40268 1.05605 -0.24846
H6 1.56209 1.56463 1.20253
H7 1.28271 2.41854 -0.29875

The computed Mulliken charges, all in e, follow: -1.03, 0.53, -0.97, -0.50, 0.35, -0.04, 0.30, 0.31, 0.33, -0.15, 0.28, 0.30, 0.30

[2]
A structure of composition C29H48N4O2PPd in a non-equilibrium geometry, computed with ωB97M-V/def2-TZVPD.

Computed properties:
Total charge: +3
Spin multiplicity: 5
Total energy: -53650.10214 eV
Relative energy (zero: lowest compared OMol25 entry of this formula, charge and spin): 3.1949 eV
Kohn-Sham gap (spin up / spin down): 8.92 / 4.68 eV
LUMO level (spin up / spin down): -0.269 / -0.422 Eh

Atoms and positions in Å:
Pd1 -0.37217 0.55683 -0.12441
N1 -2.69775 -0.11502 -0.29493
C1 -3.72755 0.37824 0.63421
C2 -3.16716 0.62033 2.02190
C3 -2.12576 1.82567 1.90349
O1 -2.59615 2.93657 1.89162
O2 -0.94869 1.42152 1.78024
H1 -3.06139 -0.09687 -1.24581
H2 -2.52189 -1.09832 -0.07020
H3 -4.54092 -0.35697 0.72461
H4 -4.16765 1.30143 0.24816
H5 -2.64174 -0.25439 2.40809
H6 -3.94537 0.94069 2.70998
C4 4.35437 1.94462 0.88688
C5 2.83092 1.91763 0.97006
C6 2.34119 1.60245 2.37799
P1 2.01807 0.69858 -0.18954
C7 2.74736 0.86362 -1.89358
C8 1.92817 -0.07296 -2.77979
C9 2.72850 2.29141 -2.41773
C10 2.58771 -0.97053 0.32327
C11 3.91307 -1.35203 0.25429
C12 4.34306 -2.63098 0.64558
C13 5.75464 -3.04610 0.57217
C14 3.37521 -3.54317 1.11374
C15 2.05571 -3.20983 1.17100
C16 1.60445 -1.91270 0.77198
N2 0.32296 -1.60852 0.75771
C17 -0.73909 -2.38827 1.08801
C18 -1.46135 -3.03856 0.04756
C19 -0.98050 -2.88193 -1.36266
C20 -2.56466 -3.79808 0.36912
C21 -2.99570 -3.93884 1.69880
C22 -4.16529 -4.77772 2.02495
C23 -2.29522 -3.25772 2.70532
C24 -1.19150 -2.47774 2.43418
C25 -0.45250 -1.72537 3.48736
H7 4.71464 2.82607 1.41513
H8 4.72467 2.00578 -0.13464
H9 4.79148 1.07909 1.37555
H10 2.43375 2.89177 0.65872
H11 2.74611 0.65261 2.72220
H12 1.25163 1.55871 2.40832
H13 2.66218 2.37351 3.07229
H14 3.78043 0.51104 -1.85415
H15 0.85900 0.17955 -2.70093
H16 2.06198 -1.10914 -2.47159
H17 2.23419 0.01097 -3.81988
H18 1.71225 2.61603 -2.63224
H19 3.29622 2.33831 -3.34261
H20 3.17865 2.98838 -1.71858
H21 4.65250 -0.65761 -0.11734
H22 6.39176 -2.30548 0.09847
H23 5.83934 -3.99767 0.04346
H24 6.14180 -3.24770 1.57446
H25 3.69448 -4.52679 1.42025
H26 1.31857 -3.92117 1.50939
H27 -0.09747 -3.50042 -1.53097
H28 -0.69906 -1.83571 -1.55971
H29 -1.74147 -3.19660 -2.07206
H30 -3.10346 -4.30741 -0.41661
H31 -4.79367 -4.96194 1.15709
H32 -4.75393 -4.35096 2.83460
H33 -3.81499 -5.75023 2.38060
H34 -2.63518 -3.35478 3.72511
H35 -1.04507 -1.63495 4.39201
H36 -0.18219 -0.73009 3.12795
H37 0.46927 -2.24547 3.75041
N3 -2.91605 4.55724 -2.96839
C26 -2.07503 3.64182 -3.78345
C27 -1.79939 2.35115 -2.99778
N4 -1.18098 2.59399 -1.69670
C28 -1.99424 3.53722 -0.92935
C29 -2.24235 4.85004 -1.67221
H38 -3.82466 4.11055 -2.77958
H39 -3.10473 5.42609 -3.48314
H40 -1.14076 4.15507 -4.02076
H41 -2.58066 3.40437 -4.71996
H42 -1.15339 1.71301 -3.60274
H43 -2.74264 1.81906 -2.83264
H44 -0.25063 2.99935 -1.83318
H45 -1.50243 3.75791 0.01832
H46 -2.95494 3.06714 -0.69520
H47 -1.30365 5.36679 -1.88032
H48 -2.86733 5.50453 -1.06128

The computed Mulliken charges, all in e, follow: -0.11, -0.25, -0.75, 0.17, 0.24, -0.64, -0.51, 0.21, -0.14, 0.45, 0.36, -0.27, 0.50, -1.70, 0.52, -1.17, 1.72, 0.46, -1.27, -1.49, -0.08, -0.51, 0.09, -1.65, -1.05, -0.57, -0.54, 1.94, 0.04, -0.15, -1.02, -0.48, 0.49, -1.58, -0.70, 0.29, -1.37, 0.49, 0.41, 0.39, 0.66, 0.25, -0.04, 0.56, 0.66, -0.04, 0.28, 0.56, 0.12, 0.51, 0.38, 0.36, 0.40, 0.41, 0.38, 0.52, 0.71, 0.39, -0.03, 0.52, 0.54, 0.44, 0.44, 0.34, 0.61, 0.49, 0.20, 0.42, -0.04, -0.90, -0.72, 1.00, -0.68, -1.15, 0.39, 0.37, 0.37, 0.46, 0.31, 0.34, -0.11, 0.41, 0.29, 0.36, 0.50

[3]
A structure of composition C25H63O15PS in a non-equilibrium geometry, computed with ωB97M-V/def2-TZVPD.

Computed properties:
Total charge: 0
Spin multiplicity: 1
Total energy: -77782.82443 eV
Relative energy (zero: lowest compared OMol25 entry of this formula, charge and spin): 0.0000 eV
Kohn-Sham gap: 9.64 eV
LUMO level: 0.016 Eh

Atoms and positions in Å:
C1 -0.70716 1.25561 -5.22440
O1 -0.88892 -0.07364 -4.78353
C2 0.28984 -0.65672 -4.24488
C3 -0.09007 -1.98048 -3.60693
C4 0.79388 -2.39911 -2.43452
C5 0.07980 -2.95199 -1.19870
C6 -1.03132 -2.12162 -0.56497
C7 -0.61710 -0.79990 0.03407
C8 0.54565 -0.97296 1.02150
P1 1.36649 0.53881 1.62748
O2 2.71179 0.14665 2.01262
O3 0.64157 1.13940 2.89557
O4 1.44599 1.67612 0.53716
O5 -0.33552 0.12393 -1.04315
S1 -1.22745 1.44349 -0.99004
O6 -2.36654 1.22513 -1.78165
O7 -0.46777 2.56867 -1.28506
O8 -1.53529 1.33986 0.56299
C9 -1.71879 -0.05584 0.85097
C10 -3.17683 -0.52934 0.89066
C11 -4.10914 0.66293 0.73374
C12 -3.97510 1.62955 1.93453
C13 -3.66045 3.04716 1.49013
O9 -4.76061 3.91718 1.75640
H1 -1.01765 1.35482 -6.25970
H2 -1.30960 1.93773 -4.63731
H3 0.32505 1.57170 -5.13143
H4 0.75453 0.03108 -3.54645
H5 0.95098 -0.87046 -5.08331
H6 -1.14019 -1.93704 -3.35233
H7 0.01359 -2.74587 -4.36556
H8 1.34888 -1.51977 -2.11296
H9 1.54731 -3.11110 -2.73908
H10 -0.39341 -3.87585 -1.51587
H11 0.80345 -3.25298 -0.45658
H12 -1.87547 -1.98709 -1.22389
H13 -1.40780 -2.71557 0.26491
H14 0.14592 -1.53596 1.85010
H15 1.35573 -1.56914 0.63214
H16 -0.12518 1.69011 2.62418
H17 2.17617 1.47762 -0.07272
H18 -1.40093 -0.13531 1.87710
H19 -3.36467 -0.94681 1.87108
H20 -3.43088 -1.27030 0.14564
H21 -3.97219 1.12671 -0.22765
H22 -5.11633 0.26243 0.72630
H23 -3.11030 1.31885 2.50568
H24 -4.87216 1.60420 2.52831
H25 -2.75121 3.36281 1.99518
H26 -3.44803 3.09501 0.42514
H27 -4.66618 4.70306 1.19819
C14 1.39729 -6.60699 -5.94740
C15 0.74612 -6.38960 -4.59371
O10 -0.00855 -5.18153 -4.56070
H28 2.05020 -5.76914 -6.19227
H29 1.98574 -7.52554 -5.95810
H30 0.64131 -6.67208 -6.73325
H31 1.50259 -6.30618 -3.81488
H32 0.09010 -7.23230 -4.34738
H33 -0.69306 -5.24903 -5.23569
C16 0.59739 5.32998 3.54082
C17 0.12990 3.89097 3.48803
O11 -0.46733 3.58048 2.22137
H34 -0.23823 6.00409 3.36172
H35 1.03094 5.56449 4.51249
H36 1.34665 5.51949 2.76756
H37 -0.63175 3.70912 4.24637
H38 0.96730 3.20890 3.66937
H39 0.19848 3.73131 1.53660
C18 0.02848 -7.42039 1.13176
C19 -1.15175 -6.68734 0.52112
O12 -0.92237 -6.37120 -0.84948
H40 0.93303 -6.81720 1.04783
H41 -0.14830 -7.64310 2.18483
H42 0.21268 -8.36031 0.60622
H43 -1.32073 -5.74208 1.03496
H44 -2.06193 -7.29048 0.60558
H45 -0.78271 -7.19736 -1.32455
C20 4.13438 4.56264 -1.94526
C21 4.18810 5.01425 -0.49675
O13 2.95391 4.77492 0.17200
H46 3.33235 5.07796 -2.47375
H47 5.07758 4.76333 -2.45553
H48 3.92950 3.49071 -2.00835
H49 4.37389 6.08521 -0.43755
H50 4.99391 4.49687 0.03520
H51 2.78104 3.82833 0.13865
C22 5.09007 -4.16224 1.45827
C23 3.96682 -4.02035 0.44838
O14 3.17612 -2.86249 0.70789
H52 4.68619 -4.22017 2.46892
H53 5.68147 -5.05818 1.26355
H54 5.75283 -3.29520 1.42207
H55 3.29577 -4.87695 0.49932
H56 4.37136 -3.96169 -0.56793
H57 3.75377 -2.09071 0.66045
C24 -3.41663 7.54137 4.67796
C25 -2.48801 7.46598 5.87638
O15 -1.12220 7.37088 5.47675
H58 -3.28888 6.66448 4.04225
H59 -4.45977 7.59676 4.99163
H60 -3.19121 8.42142 4.07057
H61 -2.70198 6.57863 6.46928
H62 -2.61671 8.34509 6.51690
H63 -0.91151 8.15643 4.96039

These are the Mulliken partial charges, in e, on atoms 1 to 99: -0.80, -0.38, -0.49, -0.79, -0.55, -1.04, -1.87, 2.41, -0.54, 0.79, -0.79, -0.61, -0.24, -0.15, 1.34, -0.65, -0.69, -0.05, -1.35, -1.43, -1.06, -0.73, 0.10, -0.65, 0.30, 0.21, 0.37, 0.29, 0.39, 0.32, 0.51, 0.16, 0.69, 0.48, 0.35, 0.43, 0.37, 0.68, 0.05, 0.23, 0.26, 0.95, 0.39, 0.47, 0.37, 0.62, 0.21, 0.56, -0.22, 0.32, 0.35, -1.20, -0.14, -0.39, 0.30, 0.36, 0.35, 0.27, 0.24, 0.22, -1.02, -0.19, -0.27, 0.21, 0.38, 0.29, 0.34, 0.24, 0.11, -0.88, -0.20, -0.43, 0.08, 0.36, 0.32, 0.21, 0.33, 0.24, -0.97, -0.26, -0.40, 0.25, 0.36, 0.25, 0.29, 0.27, 0.19, -1.21, -0.22, -0.30, 0.28, 0.38, 0.36, 0.18, 0.32, 0.19, -0.86, -0.31, -0.47